(1)
Molecular formula: C32H26F6O20
Method: DFT, ωB97M-V/def2-TZVPD

Structure (XYZ):
```
84
Properties=species:S:1:pos:R:3
F -17.696 15.251 3.549
F -17.475 8.207 -0.309
F -6.873 19.655 -5.494
F -13.027 8.981 4.263
F -20.196 11.962 0.461
F -17.130 6.784 -4.224
O -14.957 6.724 -4.583
O -16.405 8.288 1.574
O -16.597 15.576 5.402
O -9.168 19.207 -3.448
O -12.099 14.313 1.457
O -15.855 17.504 4.978
O -13.389 10.917 5.282
O -8.690 18.206 -5.247
O -20.605 9.464 4.298
O -14.456 8.604 -3.691
O -13.077 13.067 5.921
O -20.075 10.772 2.522
O -12.179 12.096 4.010
O -21.874 9.461 2.292
O -14.709 10.411 -1.339
O -9.548 17.012 -3.684
O -17.727 7.079 2.941
O -14.422 16.063 5.612
O -13.063 7.799 -5.324
O -15.899 8.214 3.803
C -14.643 13.381 2.400
C -12.082 10.790 3.464
C -15.696 8.235 -3.232
C -15.573 16.336 5.300
C -17.141 17.553 4.442
C -16.275 11.659 2.241
C -14.054 12.882 1.269
C -13.073 12.158 -1.433
C -11.117 13.649 -2.703
C -11.833 12.645 -3.386
C -18.322 6.949 1.631
C -14.153 11.392 -0.777
C -17.192 7.447 0.729
C -21.826 10.368 1.209
C -9.149 18.081 -4.107
C -8.179 19.542 -5.480
C -11.362 13.913 -1.316
C -12.823 11.948 -2.787
C -12.867 12.096 5.191
C -12.376 13.174 -0.642
C -17.671 16.082 4.595
C -20.377 10.753 1.115
C -15.930 11.386 0.954
C -13.374 10.218 4.087
C -20.816 9.742 3.113
C -12.726 13.481 0.776
C -16.613 7.866 2.847
C -14.102 7.714 -4.625
C -15.958 6.804 -3.603
C -14.734 11.926 0.473
C -8.702 20.292 -4.249
C -15.686 12.706 2.999
H -13.290 11.204 -3.416
H -17.167 17.859 3.396
H -11.531 12.449 -4.404
H -9.387 21.042 -4.646
H -16.573 10.662 0.476
H -22.321 9.907 0.354
H -18.522 5.891 1.466
H -19.686 10.063 0.632
H -10.438 14.251 -3.289
H -22.444 11.257 1.334
H -10.793 14.684 -0.819
H -16.044 6.006 -2.866
H -14.011 14.086 2.918
H -7.869 20.853 -3.826
H -18.641 16.025 5.089
H -16.708 6.526 0.403
H -15.704 8.485 -2.171
H -17.195 11.268 2.651
H -16.072 12.989 3.967
H -12.116 10.873 2.378
H -16.464 8.895 -3.637
H -17.565 18.476 4.838
H -11.184 10.223 3.711
H -19.281 7.467 1.656
H -8.583 19.951 -6.406
H -14.335 10.420 3.613
```

Output
Largest force on an atom: 7.98 eV Å⁻¹
Total charge: +1
DFT total energy: -90847.644 eV
Multiplicity: 2
HOMO energy (alpha / beta): -12.02 / -12.02 eV

(2)
Molecular formula: C18H16ClN3O2S
Method: DFT, ωB97M-V/def2-TZVPD

Structure (XYZ):
```
41
Properties=species:S:1:pos:R:3
Cl 6.584 1.765 1.113
S -0.736 1.065 0.386
O 1.964 -1.839 0.425
O -6.124 1.348 0.907
N -0.146 -1.601 -0.095
N -2.409 -0.890 -0.737
N -3.392 -0.302 -0.694
C 4.019 1.470 0.044
C -6.086 1.171 -1.081
C 3.245 0.611 -0.874
C 5.301 0.979 -0.036
C 0.926 0.315 0.488
C 1.705 1.080 -0.974
C -0.274 -2.904 -0.269
C 1.055 -1.252 0.081
C -0.978 -3.575 0.952
C -7.148 2.112 0.474
C -4.161 -0.017 0.263
C -7.127 1.893 -0.768
C 5.034 -0.631 -1.619
C 3.674 -0.355 -1.834
C -2.292 -4.084 1.004
C 5.907 -0.295 -0.882
C -1.325 -0.642 0.052
C -5.343 1.045 -0.041
H -5.698 0.882 -2.168
H -2.827 -4.210 0.163
H 0.554 -3.428 -0.097
H -0.591 -3.463 1.897
H 5.410 -1.660 -2.257
H 6.884 -0.461 -0.641
H -2.934 -4.355 1.894
H -7.808 2.496 1.238
H -1.009 -3.129 -1.313
H 3.697 2.097 0.802
H 2.942 -0.854 -2.275
H -7.915 2.219 -1.524
H -3.858 0.261 1.355
H 1.461 0.787 1.131
H 1.160 0.814 -1.646
H 1.616 2.137 -0.909
```

Output
Largest force on an atom: 16.81 eV Å⁻¹
Total charge: 0
DFT total energy: -50831.680 eV
Energy relative to the best compared isomer or geometry (same formula, charge and spin): 396.59 kcal/mol
SMILES string: C=CCN1C(=O)[C@@H](Cc2cccc(Cl)c2)S/C1=N\N=C\c1ccco1
HOMO energy: -8.28 eV

(3)
Molecular formula: C23H55F3N9O4
Method: DFT, ωB97M-V/def2-TZVPD

Structure (XYZ):
```
94
Properties=species:S:1:pos:R:3
F -1.498 -1.863 -4.096
F -0.925 -0.556 -5.718
F 0.588 -1.553 -4.548
O 2.207 -3.248 -0.859
O -4.025 -1.467 3.243
O 3.987 4.136 2.155
O -4.781 2.841 2.950
N 1.409 -2.011 -7.086
N -1.605 -0.049 2.533
N 0.652 -2.643 1.539
N 4.237 -2.966 -5.313
N 3.691 1.400 1.259
N 7.329 -3.993 -3.942
N 2.320 -3.863 -5.926
N 3.548 -2.049 -6.059
N -6.152 3.284 5.484
C -5.255 -0.782 3.083
C 3.450 -4.030 -5.270
C 6.087 -3.790 -3.903
C -6.026 5.433 4.347
C 0.126 -2.674 -7.325
C 2.852 4.808 2.668
C -4.214 3.661 3.954
C -0.646 -1.720 -5.095
C 2.713 -2.383 0.148
C 2.376 -2.613 -6.412
C -3.272 0.489 0.843
C 3.766 1.727 2.687
C -0.682 -2.891 -6.039
C -3.334 -1.770 2.050
C 2.367 1.631 3.289
C 0.910 -0.569 0.294
C -5.284 3.522 1.816
C 5.558 -2.675 -4.764
C 4.469 3.065 2.940
C -5.226 4.274 4.929
C -2.471 -0.627 1.504
C 1.796 -2.614 -2.047
C 1.641 -1.700 1.000
H -3.760 1.118 1.586
H 5.400 -4.333 -3.249
H -3.592 4.440 3.493
H 2.882 4.857 3.761
H -5.123 0.302 3.036
H 7.620 -4.716 -3.286
H 2.033 0.594 3.303
H -5.871 -1.019 3.950
H 5.494 -1.755 -4.181
H -5.635 2.573 5.992
H 3.915 -1.133 -6.263
H -6.324 3.827 1.949
H 1.918 4.333 2.359
H -2.608 1.132 0.262
H -6.806 5.082 3.671
H 1.637 2.193 2.706
H -4.034 0.088 0.170
H -6.519 5.984 5.147
H 3.374 -1.630 -0.303
H 6.261 -2.529 -5.585
H 0.264 -3.177 0.766
H 1.111 -3.329 2.130
H -0.994 -0.779 2.892
H 3.701 -4.947 -4.759
H -5.384 6.126 3.800
H -0.321 -3.770 -5.508
H -6.593 2.792 4.713
H -1.726 -3.070 -6.297
H 3.325 -3.018 0.792
H 0.169 -0.935 -0.420
H -2.193 0.216 3.319
H -3.548 3.004 4.520
H 5.522 2.956 2.667
H 1.866 -3.352 -2.851
H -4.041 -2.122 1.285
H 2.869 5.823 2.272
H -2.671 -2.604 2.297
H -5.234 2.833 0.973
H 4.431 3.328 4.005
H 0.313 -3.646 -7.781
H 4.385 0.961 3.164
H -4.678 4.404 1.585
H 4.628 1.341 0.872
H 2.169 -1.262 1.852
H 1.523 -1.055 -7.376
H 1.607 0.086 -0.231
H 2.351 2.007 4.313
H -1.821 -1.071 0.746
H 2.447 -1.763 -2.283
H 3.265 2.192 0.784
H 0.764 -2.263 -1.999
H -4.637 4.666 5.764
H -0.414 -2.066 -8.044
H 0.375 0.033 1.029
H -5.777 -1.119 2.181
```

Output
Largest force on an atom: 0.46 eV Å⁻¹
Total charge: +1
DFT total energy: -54488.176 eV
HOMO energy: -10.20 eV

(4)
Molecular formula: C3H7N3O2
Method: DFT, ωB97M-V/def2-TZVPD

Structure (XYZ):
```
15
Properties=species:S:1:pos:R:3
O -0.206 -2.143 -0.174
O -0.216 -1.721 2.192
N -0.529 -0.341 1.614
N -0.062 2.614 -2.228
N 0.517 -0.932 -0.492
C 0.134 1.655 -1.271
C 0.122 -0.097 0.385
C 0.467 1.351 0.041
H 0.405 -2.921 -0.586
H -0.456 0.287 2.391
H 0.011 2.133 -3.505
H 0.516 2.070 0.772
H 0.289 3.889 -2.256
H -0.226 0.815 -1.703
H -0.981 -2.199 1.551
```

Output
Largest force on an atom: 6.37 eV Å⁻¹
Total charge: 0
DFT total energy: -11781.197 eV
Energy relative to the best compared isomer or geometry (same formula, charge and spin): 233.29 kcal/mol
HOMO energy: -8.08 eV

(5)
Molecular formula: C7H15FN2O3Ta
Method: DFT, ωB97M-V/def2-TZVPD

Structure (XYZ):
```
29
Properties=species:S:1:pos:R:3
Ta 0.429 -0.971 -0.219
F 3.663 0.514 -2.799
O 0.817 -0.394 1.816
O 3.632 -1.399 -4.336
O 3.704 -0.800 0.136
N -3.989 -0.028 -1.093
N 3.149 -1.921 -1.962
C -2.667 0.243 -0.717
C 2.733 -1.225 -0.676
C -1.869 -0.971 0.037
C 0.254 1.479 3.570
C -0.230 0.481 2.363
C 3.503 -0.946 -3.062
C -2.113 1.750 -1.033
H 3.880 -2.649 -1.807
H -1.048 -0.245 2.843
H -4.406 0.810 -1.564
H 0.373 2.588 3.186
H -2.248 -1.020 1.161
H -1.363 2.187 -0.250
H -0.647 1.516 4.353
H -2.265 -1.984 -0.457
H -0.791 1.130 1.568
H 0.446 -2.739 0.357
H 0.492 0.773 -0.856
H -3.047 2.465 -1.070
H -1.583 1.737 -2.082
H 0.146 -1.509 -2.001
H 1.175 1.074 4.168
```

Output
Largest force on an atom: 9.41 eV Å⁻¹
Total charge: -1
DFT total energy: -20886.159 eV
HOMO energy: -5.79 eV

(6)
Molecular formula: C5H8N2
Method: DFT, ωB97M-V/def2-TZVPD

Structure (XYZ):
```
15
Properties=species:S:1:pos:R:3
N -0.212 -0.259 0.630
N -1.694 0.440 -1.655
C -0.316 -0.225 -1.849
C -0.957 0.957 0.600
C 0.554 -0.476 1.842
C -1.646 0.967 -0.539
C 0.590 -0.171 -0.612
H 1.100 -1.424 1.784
H 1.243 -1.042 -0.742
H -0.629 1.844 1.131
H 1.283 0.333 2.032
H -0.133 -0.528 2.692
H 0.224 0.114 -2.740
H 1.223 0.736 -0.586
H -0.627 -1.265 -1.989
```

Output
Largest force on an atom: 0.74 eV Å⁻¹
Total charge: 0
DFT total energy: -8291.381 eV
Energy relative to the best compared isomer or geometry (same formula, charge and spin): 83.38 kcal/mol
SMILES string: CN1C=C=NCC1
HOMO energy (alpha / beta): -8.08 / -8.08 eV

Question: Which of these has the highest DFT total energy?
Answer: C5H8N2